1.
{
  "formula": "C28H46F6InOP2",
  "method": "wB97M-V/def2-TZVPD",
  "total_energy_ha": -2641.43605,
  "gap_ev": [4.41, 4.32],
  "homo_ev": [-9.85, -9.85],
  "e_lumo_ev": [-5.437, -5.530],
  "fmax_ev_per_a": 1.70,
  "total_charge": 1,
  "elements": ["In", "C", "C", "C", "C", "C", "C", "H", "H", "H", "C", "H", "H", "H", "C", "H", "H", "H", "C", "H", "H", "H", "C", "H", "H", "H", "C", "C", "C", "C", "C", "C", "C", "C", "H", "H", "H", "H", "H", "H", "H", "H", "H", "H", "H", "H", "P", "P", "C", "C", "H", "H", "H", "H", "C", "H", "H", "H", "C", "H", "H", "H", "C", "H", "H", "H", "C", "H", "H", "H", "C", "C", "O", "C", "F", "F", "F", "C", "F", "F", "F", "H", "H", "H"],
  "coordinates": [[-2.6151, -0.1707, -0.2293], [1.1056, 0.5362, 4.0186], [2.2291, 1.0021, 3.2616], [0.5016, 2.5305, 3.0323], [0.0676, 1.5000, 3.8843], [1.8441, 2.2517, 2.6358], [1.0809, -0.7013, 4.8121], [2.0035, -1.2592, 4.6581], [0.2491, -1.3503, 4.5251], [0.9815, -0.4853, 5.8825], [-1.2585, 1.4616, 4.5352], [-1.9699, 0.8465, 3.9616], [-1.6694, 2.4780, 4.6040], [-1.1622, 1.0471, 5.5471], [-0.3131, 3.7082, 2.6402], [-0.6546, 4.2539, 3.5273], [-1.2072, 3.4140, 2.0737], [0.2899, 4.3730, 2.0234], [2.7133, 3.1002, 1.8043], [3.4972, 3.5727, 2.4246], [2.1274, 3.8834, 1.2903], [3.2067, 2.4827, 1.0405], [3.5555, 0.3668, 3.1509], [4.3503, 1.1233, 3.2699], [3.6637, -0.0877, 2.1508], [3.6724, -0.4304, 3.9013], [0.8812, -1.9967, 0.9147], [2.0360, -2.3526, 1.4821], [3.3805, -2.4051, 0.8227], [3.6970, -1.5363, -0.4166], [3.4404, -0.0664, -0.3116], [2.3025, 0.5364, -0.6973], [0.9037, -0.0492, -0.6855], [0.7472, -1.5913, -0.5164], [3.5992, -3.4527, 0.5437], [3.2006, -1.9596, -1.2953], [4.1192, -2.1024, 1.5837], [1.4008, -2.1772, -1.1871], [-0.0620, -1.9261, 1.4968], [2.0274, -2.6893, 2.5286], [-0.2818, -1.8522, -0.8210], [0.3539, 0.4788, 0.1308], [2.3413, 1.6099, -0.9358], [0.3590, 0.2540, -1.5970], [4.7659, -1.6620, -0.6158], [4.3096, 0.5528, -0.0393], [-1.1137, -0.4203, -4.0482], [-1.0483, 2.3191, -5.1591], [-1.1964, -0.3474, -5.9205], [-1.5388, 1.0448, -6.4404], [-1.9378, -1.0751, -6.2750], [-0.2197, -0.6469, -6.3305], [-1.0043, 1.2872, -7.3731], [-2.6173, 1.1681, -6.6327], [-1.5376, 3.7620, -6.2017], [-1.1275, 4.6749, -5.7549], [-2.6302, 3.8331, -6.2249], [-1.1564, 3.6519, -7.2254], [0.7411, 2.3687, -5.6551], [0.8347, 2.3091, -6.7478], [1.3031, 1.5528, -5.1860], [1.1469, 3.3305, -5.3128], [-2.5609, -1.5353, -3.8064], [-2.6015, -1.8784, -2.7610], [-2.4888, -2.3816, -4.5037], [-3.4665, -0.9516, -4.0248], [0.3205, -1.5872, -4.1298], [1.0867, -1.1546, -4.7888], [0.0093, -2.5561, -4.5367], [0.7765, -1.7262, -3.1464], [-4.4375, -2.2888, 2.1417], [-3.1180, -1.7975, 2.7139], [-2.3004, -0.9821, 1.9964], [-3.6450, -1.1683, 4.0539], [-4.6607, -1.9146, 4.6087], [-2.6969, -1.0471, 5.0225], [-4.1732, 0.0737, 3.8435], [-2.3160, -3.1055, 3.1548], [-2.9340, -3.8853, 4.0946], [-2.1215, -3.8911, 2.0576], [-1.0812, -2.8417, 3.6512], [-5.2003, -1.5087, 2.1667], [-4.7762, -3.1301, 2.7626], [-4.3233, -2.6143, 1.1066]],
  "forces_ev_per_a": [[0.11, -0.44, 1.21], [0.49, 0.30, -0.36], [-0.55, 0.15, 0.10], [0.54, 0.33, -0.57], [-0.39, -0.62, 0.34], [-0.50, -0.12, 0.38], [0.04, -0.28, 0.11], [-0.10, -0.03, 0.13], [-0.04, 0.18, 0.04], [-0.06, 0.00, -0.09], [0.10, 0.30, 0.24], [0.38, 0.17, 0.11], [0.03, -0.31, 0.01], [-0.21, -0.04, -0.29], [0.18, 0.02, -0.08], [0.03, -0.03, -0.14], [0.16, 0.01, 0.14], [-0.24, 0.11, 0.05], [0.05, 0.27, -0.39], [-0.25, -0.10, -0.27], [0.46, -0.32, 0.28], [0.00, 0.21, 0.22], [0.15, -0.14, 0.14], [-0.21, -0.34, -0.05], [-0.03, 0.23, 0.33], [0.13, 0.37, -0.32], [0.01, -0.01, 0.68], [-0.63, 0.06, 0.12], [0.73, -0.14, 0.01], [-0.07, -0.83, 0.31], [-0.41, 0.59, -0.71], [0.16, 0.16, 0.77], [-0.14, -0.18, -0.95], [-0.36, 0.43, -0.21], [0.08, 0.32, 0.29], [0.20, 0.29, 0.17], [-0.10, -0.44, -0.10], [-0.46, 0.50, 0.41], [0.78, -0.23, -0.21], [-0.04, 0.22, -0.37], [0.20, 0.06, -0.09], [0.32, -0.38, -0.18], [-0.14, -0.31, 0.53], [0.26, 0.00, 0.07], [-0.08, -0.02, 0.06], [-0.29, -0.15, -0.59], [0.59, -0.77, -0.61], [0.04, 0.73, -1.45], [-0.25, 0.18, -0.39], [-0.33, 0.49, 0.35], [0.25, 0.00, 0.06], [-0.36, 0.04, 0.27], [-0.28, -0.14, 0.24], [0.30, -0.10, 0.08], [-0.01, 0.16, 0.12], [-0.17, -0.06, -0.17], [0.17, 0.11, -0.03], [-0.11, 0.12, 0.18], [0.00, 0.07, 0.41], [0.03, 0.01, 0.27], [0.03, 0.17, -0.10], [0.08, -0.30, -0.06], [0.14, -0.08, 0.06], [-0.09, -0.10, -0.37], [-0.20, 0.07, 0.36], [0.16, -0.22, 0.09], [0.11, -0.27, 0.54], [-0.25, -0.08, 0.25], [0.17, 0.08, 0.03], [-0.06, -0.16, -0.16], [-0.25, -0.50, -0.91], [0.05, -0.75, 1.52], [-0.61, 0.35, -0.81], [-0.49, 0.11, 0.97], [1.10, 0.91, -0.24], [-0.47, -0.02, -0.54], [0.53, -0.74, 0.04], [0.17, -0.62, -0.14], [0.37, 0.80, -0.90], [-0.16, 0.50, 0.60], [-0.56, 0.09, -0.29], [0.09, -0.01, 0.02], [-0.12, 0.26, -0.57], [0.10, -0.14, 0.02]]
}

=====

2.
{
  "formula": "C28H46F6LaOP2",
  "method": "wB97M-V/def2-TZVPD",
  "total_energy_ha": -2482.98892,
  "relative_energy_kcal_mol": 58.1,
  "gap_ev": 5.88,
  "homo_ev": -9.63,
  "e_lumo_ev": -3.749,
  "fmax_ev_per_a": 2.80,
  "total_charge": 1,
  "elements": ["La", "C", "C", "C", "C", "C", "C", "H", "H", "H", "C", "H", "H", "H", "C", "H", "H", "H", "C", "H", "H", "H", "C", "H", "H", "H", "C", "C", "C", "C", "C", "C", "C", "C", "H", "H", "H", "H", "H", "H", "H", "H", "H", "H", "H", "H", "P", "P", "C", "C", "H", "H", "H", "H", "C", "H", "H", "H", "C", "H", "H", "H", "C", "H", "H", "H", "C", "H", "H", "H", "C", "C", "O", "C", "F", "F", "F", "C", "F", "F", "F", "H", "H", "H"],
  "coordinates": [[2.1121, 1.4058, 0.9866], [1.7338, 1.9266, 3.5439], [1.3655, 0.5669, 3.3346], [3.6177, 0.7789, 2.8573], [3.1118, 2.0780, 3.2114], [2.5294, -0.1509, 2.9354], [0.8174, 2.9252, 4.1500], [0.2484, 2.4913, 4.9877], [0.0742, 3.2765, 3.4250], [1.3601, 3.7971, 4.5364], [3.8865, 3.3518, 3.2001], [3.4938, 4.0690, 3.9294], [3.8786, 3.8336, 2.2107], [4.9428, 3.1704, 3.4348], [4.9620, 0.5317, 2.2679], [5.7141, 1.1672, 2.7555], [4.9944, 0.7777, 1.1852], [5.2605, -0.5169, 2.3983], [2.5118, -1.6020, 2.6079], [2.5633, -2.2026, 3.5305], [3.3545, -1.8953, 1.9680], [1.5733, -1.8948, 2.1128], [0.0197, -0.0358, 3.5215], [0.0201, -0.8067, 4.3053], [-0.3394, -0.5309, 2.6074], [-0.7333, 0.7060, 3.8020], [-2.7896, 0.8628, 0.1605], [-2.8412, 0.7589, 1.4960], [-3.4894, -0.3025, 2.3066], [-3.5663, -1.6676, 1.5874], [-2.2169, -2.2883, 1.4571], [-1.3653, -2.1623, 0.4353], [-1.2641, -1.0168, -0.5250], [-2.5743, -0.2517, -0.8096], [-4.5249, -0.0223, 2.5561], [-4.0974, -1.5785, 0.6303], [-2.9536, -0.3663, 3.2682], [-3.4323, -0.9192, -0.8772], [-2.8146, 1.8544, -0.3484], [-2.3352, 1.5152, 2.0896], [-2.5164, 0.2002, -1.8095], [-0.5099, -0.2763, -0.1590], [-0.6254, -2.9560, 0.2602], [-0.8799, -1.4153, -1.4944], [-4.2023, -2.3295, 2.1943], [-1.9705, -2.9624, 2.2932], [-1.5992, -2.2266, -3.5812], [0.7386, -3.9778, -3.9774], [-1.7363, -3.2736, -5.1339], [-0.3800, -3.8687, -5.4863], [-2.0976, -2.6250, -5.9440], [-2.4862, -4.0614, -4.9694], [-0.4882, -4.8754, -5.9154], [0.1462, -3.2361, -6.2166], [2.0408, -4.9098, -4.9084], [2.7786, -5.3067, -4.2008], [2.5408, -4.2184, -5.5995], [1.6022, -5.7377, -5.4847], [-0.1131, -5.4457, -3.2473], [-0.4851, -6.1223, -4.0247], [-0.9463, -5.1340, -2.6104], [0.6088, -5.9873, -2.6274], [-1.7227, -0.6031, -4.4490], [-1.5635, 0.2198, -3.7386], [-2.7040, -0.5047, -4.9362], [-0.9277, -0.5723, -5.2091], [-3.3191, -2.5436, -2.9765], [-3.7460, -3.4183, -3.4835], [-3.9500, -1.6628, -3.1597], [-3.2885, -2.7672, -1.8999], [1.3325, 5.6402, 1.8228], [0.7800, 4.6922, 0.7990], [1.1536, 3.3382, 0.9726], [-0.7788, 4.7844, 0.7911], [-1.2220, 6.0761, 0.8149], [-1.3620, 4.1824, -0.2705], [-1.2962, 4.1756, 1.9087], [1.3294, 5.0504, -0.6188], [1.0834, 6.3282, -1.0103], [2.6969, 4.8849, -0.5963], [0.8518, 4.2131, -1.5729], [0.9032, 5.4149, 2.8078], [1.1047, 6.6777, 1.5370], [2.4174, 5.5065, 1.8774]],
  "forces_ev_per_a": [[-0.99, 0.50, -2.57], [0.42, -0.65, 0.58], [0.91, 0.27, 0.34], [-0.66, -0.30, 0.96], [-0.44, -0.74, 0.82], [0.39, 0.57, 0.74], [-0.48, 0.53, 0.09], [0.33, 0.06, -0.23], [0.18, 0.02, 0.18], [-0.13, -0.21, -0.12], [0.45, 0.12, -0.03], [0.06, -0.13, -0.23], [-0.03, 0.07, 0.12], [-0.24, 0.06, 0.04], [0.23, -0.14, 0.27], [-0.14, -0.20, -0.27], [0.17, -0.11, 0.00], [-0.02, 0.33, -0.22], [0.15, -0.50, -0.09], [0.05, 0.12, -0.31], [-0.17, -0.05, 0.15], [0.20, 0.03, 0.03], [-0.53, -0.25, 0.12], [0.09, 0.16, -0.16], [-0.04, 0.02, 0.11], [0.17, -0.04, -0.07], [0.14, 0.90, -0.24], [0.11, 0.58, -0.11], [0.24, -0.96, 0.05], [-0.48, 0.53, 0.89], [0.06, -0.86, -0.08], [0.51, -0.08, 0.32], [-0.49, -0.37, -1.19], [-0.65, 0.07, -0.70], [0.33, 0.36, -0.10], [0.30, 0.04, 0.48], [-0.24, -0.35, -0.17], [0.33, -0.12, -0.08], [0.99, -0.47, 0.89], [-1.03, 0.90, -0.02], [0.12, -0.13, 0.25], [-0.22, -0.29, -0.03], [0.22, 0.53, 0.61], [-0.07, 0.34, 0.75], [0.28, 0.08, -0.11], [-0.12, -0.24, -0.77], [-0.85, -0.59, -0.95], [0.24, -0.93, -1.18], [-0.04, 0.18, 0.10], [0.45, 0.32, 0.12], [-0.12, -0.29, 0.14], [0.32, 0.24, -0.02], [0.15, 0.29, 0.03], [-0.12, -0.19, 0.09], [0.14, -0.08, 0.15], [-0.03, 0.04, -0.24], [-0.03, -0.21, 0.16], [0.20, 0.17, 0.15], [0.10, 0.06, 0.36], [0.07, 0.11, 0.11], [0.04, -0.08, -0.03], [-0.16, 0.02, 0.01], [-0.04, 0.18, 0.23], [-0.08, -0.08, -0.34], [0.31, 0.10, 0.08], [-0.24, 0.06, 0.23], [-0.24, 0.23, 0.30], [0.06, 0.34, 0.12], [-0.04, -0.33, 0.15], [-0.15, 0.12, -0.31], [0.29, 0.32, 0.46], [-0.34, -1.14, -1.02], [-0.59, 1.50, -0.13], [-1.18, 0.14, 0.29], [0.59, -1.16, -0.08], [0.49, 0.35, 0.70], [0.58, 0.53, -0.90], [0.29, 0.37, -0.42], [0.17, -1.26, 0.42], [-0.98, 0.14, -0.11], [0.51, 0.62, 0.54], [0.09, 0.17, -0.31], [0.10, -0.35, 0.22], [-0.23, 0.13, -0.01]]
}

=====

3.
{
  "formula": "C28H46N2O6P2PbSTe",
  "method": "wB97M-V/def2-TZVPD",
  "total_energy_ha": -3197.45419,
  "gap_ev": 6.37,
  "homo_ev": -6.23,
  "e_lumo_ev": 0.138,
  "fmax_ev_per_a": 0.85,
  "elements": ["Pb", "C", "C", "C", "O", "P", "O", "C", "P", "O", "O", "C", "C", "C", "O", "C", "C", "C", "O", "C", "C", "C", "H", "H", "H", "H", "H", "H", "H", "H", "H", "H", "H", "H", "H", "H", "H", "H", "H", "H", "H", "H", "H", "H", "H", "H", "H", "H", "H", "H", "H", "H", "N", "H", "H", "H", "S", "C", "Te", "C", "C", "C", "C", "C", "C", "C", "H", "H", "H", "H", "H", "H", "H", "H", "N", "C", "C", "C", "C", "C", "C", "C", "H", "H", "H", "H", "H"],
  "coordinates": [[2.7966, 0.8404, -0.7894], [1.4437, 2.9433, 3.0309], [0.1070, 2.5037, 3.5936], [0.2133, 1.2337, 4.4151], [-0.9125, 2.3414, 2.5575], [-0.7818, 1.7245, 1.1068], [0.3147, 2.1918, 0.2542], [-0.7656, -0.0750, 1.3428], [-0.7949, -1.0158, -0.1987], [0.3640, -0.8047, -1.0810], [-0.8488, -2.5490, 0.1788], [-1.6728, -3.3288, 1.0874], [-3.1343, -2.9256, 1.0590], [-1.0734, -3.3196, 2.4771], [-2.2119, -0.6370, -0.7858], [-2.4987, -0.4681, -2.2091], [-2.1653, -1.7298, -2.9830], [-1.8042, 0.7630, -2.7616], [-2.1830, 2.0947, 0.4824], [-3.4991, 2.2706, 1.0584], [-3.6246, 3.6537, 1.6670], [-3.8707, 1.1659, 2.0296], [2.1334, 3.1403, 3.8530], [1.3370, 3.8445, 2.4271], [1.8722, 2.1636, 2.4003], [-0.3058, 3.2977, 4.2135], [0.7028, 0.4421, 3.8433], [-0.7750, 0.8897, 4.7287], [0.8136, 1.4234, 5.3061], [-1.6065, -0.3523, 1.9784], [0.1810, -0.3504, 1.8240], [-1.5850, -4.3367, 0.6852], [-3.2780, -1.9105, 1.4329], [-3.7056, -3.6109, 1.6879], [-3.5306, -2.9709, 0.0444], [-1.2406, -2.3661, 2.9861], [0.0009, -3.5049, 2.4226], [-1.5260, -4.1107, 3.0780], [-3.5753, -0.3102, -2.2231], [-1.0923, -1.9265, -2.9338], [-2.4522, -1.6024, -4.0278], [-2.6953, -2.5941, -2.5779], [-0.7226, 0.6196, -2.7753], [-2.0210, 1.6367, -2.1438], [-2.1581, 0.9449, -3.7785], [-4.1576, 2.2079, 0.1927], [-3.0290, 3.7308, 2.5769], [-4.6714, 3.8498, 1.9068], [-3.2770, 4.4098, 0.9621], [-3.1957, 1.1640, 2.8879], [-3.8373, 0.1953, 1.5328], [-4.8859, 1.3294, 2.3931], [3.3604, -0.9421, -2.5821], [3.4545, -0.4892, -3.4831], [2.7280, -1.7306, -2.6681], [4.2757, -1.2345, -2.2517], [5.0709, 0.2553, -0.0624], [2.0974, -1.9371, 3.4118], [3.3186, -0.6976, 1.9657], [2.8487, -2.4056, 0.7325], [2.5690, -3.5868, 1.6188], [2.6371, -4.8927, 1.1342], [2.4419, -5.9738, 1.9827], [2.2079, -5.7516, 3.3360], [2.1171, -4.4532, 3.8161], [2.2590, -3.3586, 2.9617], [1.0381, -1.6539, 3.4018], [2.4560, -1.8002, 4.4337], [3.7006, -2.5754, 0.0740], [1.9805, -2.1530, 0.1193], [2.8583, -5.0591, 0.0849], [2.4924, -6.9837, 1.5938], [2.0987, -6.5900, 4.0140], [1.9377, -4.2816, 4.8725], [1.9846, 1.6861, -3.6090], [1.8181, 2.5095, -4.3933], [1.6149, 3.5579, -5.3669], [0.8014, 4.6426, -5.0470], [0.5982, 5.6408, -5.9853], [1.2027, 5.5559, -7.2324], [2.0123, 4.4724, -7.5482], [2.2213, 3.4687, -6.6171], [0.3412, 4.6894, -4.0681], [-0.0309, 6.4876, -5.7447], [1.0434, 6.3396, -7.9629], [2.4810, 4.4113, -8.5215], [2.8482, 2.6168, -6.8454]],
  "forces_ev_per_a": [[0.21, 0.16, -0.18], [-0.09, 0.02, -0.14], [0.10, -0.07, -0.04], [-0.08, -0.05, -0.09], [0.13, 0.03, 0.27], [-0.11, 0.06, -0.11], [-0.06, 0.06, 0.17], [0.08, 0.04, -0.25], [0.06, -0.22, 0.18], [-0.01, 0.06, -0.04], [-0.06, -0.09, 0.16], [-0.06, 0.03, 0.02], [0.02, 0.05, -0.14], [0.09, 0.06, -0.02], [-0.11, 0.09, -0.23], [0.07, -0.01, -0.11], [0.08, -0.07, 0.13], [0.09, 0.03, 0.15], [-0.13, -0.03, -0.03], [0.03, 0.03, 0.11], [0.10, 0.02, 0.01], [0.10, -0.03, -0.05], [-0.04, 0.01, 0.01], [0.02, -0.01, 0.03], [0.05, 0.00, 0.03], [-0.07, 0.06, 0.01], [0.00, 0.04, 0.06], [0.05, 0.01, 0.01], [-0.01, -0.01, -0.02], [0.06, -0.08, 0.03], [-0.06, 0.08, 0.04], [0.05, -0.04, -0.07], [-0.01, -0.05, 0.04], [0.04, 0.03, 0.00], [-0.02, 0.01, 0.03], [-0.02, -0.06, -0.02], [-0.23, -0.04, 0.01], [-0.01, 0.03, -0.01], [-0.10, 0.00, 0.07], [-0.04, 0.02, -0.06], [0.00, -0.01, 0.02], [-0.01, 0.04, -0.02], [-0.04, 0.01, -0.04], [-0.02, -0.04, -0.05], [0.01, 0.01, 0.02], [0.01, -0.03, -0.09], [-0.04, 0.00, -0.02], [0.03, 0.02, 0.01], [-0.04, -0.02, 0.01], [-0.06, 0.00, 0.00], [-0.01, 0.02, 0.02], [0.01, 0.00, -0.01], [-0.18, -0.04, -0.05], [-0.04, -0.03, -0.01], [0.06, 0.02, 0.01], [-0.04, 0.01, 0.08], [0.01, 0.02, -0.17], [0.01, 0.04, -0.05], [-0.14, -0.46, 0.70], [0.01, -0.02, -0.15], [0.09, 0.03, -0.02], [-0.03, 0.02, 0.05], [0.00, 0.09, 0.00], [-0.02, 0.02, -0.04], [0.03, -0.01, -0.01], [0.20, -0.02, 0.09], [0.08, -0.05, -0.04], [0.03, 0.07, -0.03], [0.00, 0.02, 0.06], [0.04, -0.02, 0.00], [0.00, 0.00, 0.04], [0.03, 0.02, 0.03], [-0.01, 0.03, -0.02], [-0.04, 0.01, -0.04], [-0.01, 0.02, -0.29], [0.01, 0.24, -0.13], [-0.05, -0.15, 0.13], [-0.01, -0.02, 0.07], [0.01, 0.00, 0.00], [0.01, 0.00, -0.02], [-0.01, 0.01, 0.01], [0.03, -0.04, -0.01], [0.00, 0.03, -0.04], [0.01, -0.02, 0.01], [0.00, -0.03, 0.03], [0.00, -0.01, 0.02], [0.00, 0.03, -0.02]]
}